11
Properties=species:S:1:pos:R:3:lowdin_charge:R:1 method="wB97M-V/def2-TZVPD" gap_ev=9.22 multiplicity=1 de_lowest_kcal_mol=66.5
C -0.437 -1.334 -0.399 -0.132
N -0.617 0.002 0.145 -0.121
C 0.503 0.932 0.899 -0.055
C 0.724 1.289 -0.459 -0.391
N 1.056 1.705 -1.490 0.120
H -0.613 -1.401 -1.479 0.080
H -1.134 -2.020 0.079 0.066
H 0.569 -1.714 -0.240 0.080
H -1.544 0.382 -0.027 0.113
H 0.155 1.761 1.565 0.121
H 1.337 0.397 1.405 0.120

=====

26
Properties=species:S:1:pos:R:3:lowdin_charge:R:1 method="wB97M-V/def2-TZVPD" gap_ev=10.58 multiplicity=1 total_charge=+1 smiles="CCS(=O)(=O)[N+](O)(O)c1ccccc1" de_lowest_kcal_mol=93.4
C -2.938 0.579 -0.661 -0.052
C -2.450 0.749 0.608 -0.037
C -2.080 0.832 -1.688 -0.034
C -1.155 1.155 0.855 -0.024
C -0.760 1.243 -1.504 -0.004
C -0.308 1.348 -0.191 -0.203
C 2.012 -2.498 0.638 -0.098
C 1.437 -1.089 0.783 -0.245
N 1.157 1.627 -0.077 -0.275
O 1.810 -0.144 -1.800 -0.221
O 3.444 0.532 0.071 -0.228
O 1.564 1.827 1.332 0.020
O 1.574 2.709 -0.769 0.155
S 2.174 0.080 -0.444 0.814
H -3.940 0.306 -0.873 0.117
H -3.020 0.446 1.519 0.143
H -2.577 0.738 -2.720 0.158
H -0.750 1.227 1.834 0.121
H -0.264 1.463 -2.340 0.083
H 1.133 -3.205 0.808 0.110
H 2.505 -2.680 -0.365 0.103
H 2.758 -2.787 1.421 0.099
H 1.653 -0.572 1.755 0.119
H 0.336 -0.989 0.579 0.106
H 1.871 2.788 1.444 0.189
H 0.919 2.865 -1.377 0.085

=====

32
Properties=species:S:1:pos:R:3:lowdin_charge:R:1 method="wB97M-V/def2-TZVPD" gap_ev=9.82 multiplicity=1 smiles=CC(C)(C)C.C1CCCC1 de_lowest_kcal_mol=148.4
C 1.505 1.225 -1.986 -0.165
C 1.040 2.698 -1.575 -0.201
C -0.375 2.490 -1.158 -0.196
C -0.572 0.901 -0.917 -0.335
C 0.770 0.360 -1.018 -0.330
C -0.350 -1.276 1.207 -0.650
C -1.409 -1.329 0.134 -0.118
C 0.888 -2.036 0.723 -0.074
C -1.005 -2.231 2.227 -0.086
C -0.107 0.140 1.612 -0.106
H 1.349 1.075 -3.050 0.105
H 2.600 1.068 -1.643 0.133
H 1.029 3.440 -2.345 0.087
H 1.717 3.064 -0.757 0.120
H -1.199 2.712 -1.933 0.119
H -0.655 3.166 -0.227 0.134
H -0.986 0.603 -1.992 0.179
H -1.261 0.887 0.064 0.142
H 0.699 -0.771 -1.316 0.145
H 1.379 0.249 0.011 0.137
H -1.149 -0.520 -0.647 0.026
H -1.564 -2.246 -0.366 0.083
H -2.324 -0.975 0.316 0.053
H 1.343 -2.365 1.756 0.115
H 0.532 -2.927 0.183 0.084
H 1.634 -1.474 0.069 0.074
H -0.320 -2.401 3.123 0.089
H -1.139 -3.238 1.597 0.122
H -1.994 -1.974 2.646 0.079
H -0.920 0.670 2.304 0.145
H 0.718 0.276 2.264 0.072
H 0.127 0.740 0.695 0.019

=====

25
Properties=species:S:1:pos:R:3:lowdin_charge:R:1 method="wB97M-V/def2-TZVPD" gap_ev=7.29 multiplicity=1 de_lowest_kcal_mol=25.8
C 1.472 3.236 -0.914 -0.063
C 0.170 3.014 -1.607 -0.078
C 1.871 2.346 0.059 -0.064
C -0.672 2.086 -1.220 -0.048
C 1.060 1.152 0.227 -0.242
C -0.265 0.915 -0.386 -0.154
C 1.765 0.218 0.894 0.059
C -1.039 -0.194 -0.297 -0.125
C -0.821 -1.597 1.042 -0.731
C -2.139 -0.668 -1.145 -0.109
C -0.092 -3.811 1.362 -0.118
N -0.314 -2.606 0.586 -0.064
I -1.356 -1.085 3.025 0.799
H 2.042 4.132 -1.169 0.093
H -0.006 3.794 -2.379 0.114
H 2.807 2.503 0.566 0.105
H -1.535 1.987 -1.679 0.053
H 1.448 -0.848 1.089 0.054
H 2.688 0.296 1.502 0.078
H -2.192 -1.763 -0.957 0.064
H -1.857 -0.473 -2.273 0.126
H -3.162 -0.279 -0.862 0.099
H -0.557 -4.657 0.902 0.082
H -0.244 -3.672 2.374 0.001
H 0.931 -4.027 1.262 0.066

=====

15
Properties=species:S:1:pos:R:3:lowdin_charge:R:1 method="wB97M-V/def2-TZVPD" gap_ev="2.83 / 9.72" multiplicity=2 total_charge=-1 de_lowest_kcal_mol=15.1
C 0.740 -1.393 1.599 -0.331
N -0.134 -1.454 0.410 -0.158
C -0.097 -0.230 -0.371 -0.557
N -1.134 0.048 -1.369 -0.035
H 0.783 -0.395 2.053 0.023
H 1.731 -1.670 1.221 0.047
H 0.367 -2.161 2.271 0.047
H -1.074 -1.691 0.680 0.054
H -0.085 0.631 0.321 0.052
H 0.872 -0.263 -0.896 0.077
H -1.829 0.669 -0.974 0.025
H -1.564 -0.853 -1.566 0.046
H 1.068 3.442 -1.196 -0.027
H 0.191 2.199 -0.957 -0.045
O 0.163 3.121 -1.227 -0.218

=====

19
Properties=species:S:1:pos:R:3:lowdin_charge:R:1 method="wB97M-V/def2-TZVPD" gap_ev=8.32 multiplicity=1 smiles="O=POC1=C(O)C(=O)O/C1=C(/O)CO" de_lowest_kcal_mol=0.0
C 2.106 1.229 -0.188 -0.159
C 1.446 0.000 -0.344 -0.206
C 1.062 2.229 0.052 -0.341
C -0.006 0.236 -0.010 -0.162
C -0.975 -0.680 0.236 -0.208
C -2.364 -0.145 0.375 -0.150
O 1.147 3.418 0.239 0.146
O 2.041 -3.635 -0.165 -0.379
O 1.896 -1.220 -0.575 -0.193
O -0.197 1.565 0.181 0.074
O 3.388 1.625 -0.296 0.087
O -0.755 -2.044 0.016 -0.061
O -3.257 -0.861 -0.540 -0.037
P 1.536 -2.487 0.527 0.956
H -2.233 1.002 0.309 0.146
H -2.817 -0.186 1.470 0.159
H 3.505 2.608 -0.073 0.164
H -1.533 -2.316 -0.443 0.102
H -3.991 -0.339 -0.770 0.062

=====

82
Properties=species:S:1:pos:R:3:lowdin_charge:R:1 method="wB97M-V/def2-TZVPD" gap_ev="7.10 / 7.41" multiplicity=3 total_charge=+1 de_lowest_kcal_mol=0.0
Mo -0.792 -0.010 -0.110 1.911
O 4.723 1.608 2.075 0.126
C 3.517 1.318 1.584 -0.254
C 2.962 1.970 0.480 0.096
C 1.729 1.564 0.047 -0.148
N 1.065 0.573 0.639 0.027
C 1.535 0.041 1.771 -0.149
C 2.763 0.358 2.268 0.114
C 0.452 -0.734 2.472 -0.519
O 0.639 -1.420 3.439 0.149
O -0.727 -0.490 1.908 -0.196
C 0.881 2.257 -0.994 -0.545
O 1.263 3.199 -1.630 0.130
O -0.333 1.731 -1.036 -0.194
H 5.153 2.301 1.561 0.130
H 3.452 2.793 -0.026 0.147
H 3.122 -0.087 3.187 0.153
C -3.649 2.472 2.137 0.014
O -4.250 2.065 0.855 0.090
C -3.346 1.353 0.238 -0.299
N -2.203 1.208 0.793 0.003
C -2.206 1.907 2.097 -0.190
C -1.106 2.940 2.191 -0.192
C -0.877 3.847 1.160 -0.038
C 0.120 4.804 1.282 -0.059
C 0.881 4.872 2.443 -0.070
C 0.653 3.974 3.475 -0.065
C -0.337 3.006 3.347 -0.026
C -3.558 0.716 -1.064 -0.140
C -4.688 0.779 -1.853 0.063
C -4.672 0.116 -3.069 0.017
C -3.511 -0.528 -3.479 0.062
C -2.425 -0.512 -2.633 -0.126
N -2.465 0.045 -1.426 0.022
C -1.069 -0.999 -2.925 -0.311
N -0.128 -0.711 -2.116 0.055
C 1.139 -1.256 -2.683 -0.183
C 0.620 -2.029 -3.924 -0.002
O -0.803 -1.688 -4.009 0.075
C 2.154 -0.197 -3.044 -0.196
C 3.429 -0.257 -2.498 -0.028
C 4.392 0.672 -2.877 -0.068
C 4.077 1.667 -3.789 -0.067
C 2.797 1.737 -4.328 -0.059
C 1.843 0.805 -3.960 -0.037
H -4.256 2.038 2.924 0.139
H -3.676 3.553 2.195 0.138
H -2.052 1.165 2.873 0.140
H -1.457 3.795 0.245 0.123
H 0.309 5.487 0.463 0.116
H 1.649 5.629 2.544 0.109
H 1.244 4.023 4.382 0.111
H -0.505 2.291 4.147 0.124
H -5.549 1.338 -1.513 0.140
H -5.546 0.122 -3.706 0.131
H -3.440 -1.018 -4.441 0.139
H 1.568 -1.930 -1.952 0.112
H 0.689 -3.108 -3.826 0.138
H 1.094 -1.710 -4.844 0.134
H 3.669 -1.041 -1.786 0.113
H 5.392 0.609 -2.464 0.109
H 4.828 2.390 -4.082 0.109
H 2.544 2.519 -5.033 0.114
H 0.841 0.871 -4.379 0.127
O -1.846 -6.613 3.884 0.097
N -0.789 -6.448 3.307 -0.343
O 0.155 -7.214 3.327 0.099
C -0.666 -5.257 2.449 -0.109
C -1.715 -4.377 2.362 0.106
C -1.610 -3.292 1.520 -0.050
C -0.440 -3.008 0.755 -0.232
O -0.350 -2.020 -0.071 -0.201
C 0.631 -3.921 0.968 -0.030
C 0.509 -5.032 1.770 0.102
N 1.971 -3.704 0.397 -0.312
O 2.720 -4.658 0.346 0.109
O 2.267 -2.590 -0.010 0.056
N -2.745 -2.386 1.499 -0.316
O -2.886 -1.672 0.510 0.012
O -3.501 -2.367 2.439 0.133
H -2.614 -4.537 2.937 0.144
H 1.345 -5.705 1.888 0.142

=====

16
Properties=species:S:1:pos:R:3:lowdin_charge:R:1 method="wB97M-V/def2-TZVPD" gap_ev=11.78 multiplicity=1 smiles=CC.CC de_lowest_kcal_mol=37.5
C 0.418 -0.665 -2.311 -0.183
C -0.399 -1.695 -1.530 -0.184
H 0.285 0.321 -1.880 0.040
H 1.523 -0.956 -2.444 0.089
H 0.030 -0.439 -3.341 0.065
H 0.323 -2.285 -0.938 0.057
H -0.835 -2.469 -2.187 0.065
H -1.032 -1.422 -0.692 0.051
C 0.671 1.014 1.663 -0.179
C -0.798 1.363 1.936 -0.176
H 1.366 1.492 1.010 0.058
H 1.203 1.224 2.597 0.051
H 0.533 -0.053 1.903 0.064
H -0.648 2.144 2.707 0.062
H -1.338 0.522 2.372 0.064
H -1.304 1.903 1.135 0.057